# C56H51N4O6PS6Sn

A molecular structure, C56H51N4O6PS6Sn (ωB97M-V/def2-TZVPD, OMol25).

Properties
Relative energy (zero: lowest compared OMol25 entry of this formula, charge and spin), kcal/mol: 0.0
E_LUMO, Ha: -0.00825
Charge: 0

XYZ file:
```
125
Properties=species:S:1:pos:R:3:lowdin_charge:R:1
Sn 0.75 -0.98 0.68 1.10
N -1.37 -0.04 0.20 -0.37
S -2.55 0.70 -0.16 0.77
N -2.43 2.05 -1.14 -0.35
S -1.76 3.36 -0.70 0.86
N -0.49 3.43 0.16 -0.35
S 0.91 2.52 -0.03 0.76
N 1.12 1.35 0.78 -0.39
C 1.02 2.34 -1.82 -0.31
C 1.66 3.27 -2.62 -0.05
C 1.74 3.04 -3.99 -0.07
C 1.19 1.89 -4.53 -0.07
C 0.55 0.97 -3.72 -0.06
C 0.47 1.19 -2.35 -0.14
C 2.09 3.81 0.34 -0.31
C 1.83 5.16 0.27 -0.08
C 2.85 6.06 0.57 -0.07
C 4.11 5.60 0.91 -0.07
C 4.36 4.23 0.98 -0.06
C 3.35 3.33 0.69 -0.05
C -1.57 4.23 -2.23 -0.31
C -1.75 3.60 -3.45 -0.06
C -1.55 4.32 -4.61 -0.06
C -1.18 5.65 -4.55 -0.06
C -1.00 6.28 -3.33 -0.06
C -1.20 5.57 -2.16 -0.07
C -2.90 4.38 0.21 -0.31
C -4.05 4.78 -0.44 -0.07
C -4.99 5.53 0.24 -0.06
C -4.76 5.87 1.58 -0.07
C -3.61 5.45 2.22 -0.06
C -2.66 4.70 1.54 -0.05
C -3.76 -0.17 -1.14 -0.30
C -4.52 0.41 -2.15 -0.08
C -5.42 -0.38 -2.85 -0.08
C -5.55 -1.73 -2.53 -0.07
C -4.78 -2.29 -1.52 -0.05
C -3.88 -1.51 -0.82 -0.04
C -3.48 1.30 1.24 -0.30
C -2.80 1.25 2.45 -0.05
C -3.45 1.71 3.59 -0.05
C -4.75 2.20 3.51 -0.08
C -5.41 2.23 2.28 -0.08
C -4.78 1.77 1.14 -0.07
H 2.11 4.16 -2.20 0.11
H 2.25 3.75 -4.62 0.11
H 1.27 1.70 -5.60 0.11
H 0.13 0.05 -4.12 0.11
H -0.04 0.47 -1.73 0.05
H 0.84 5.51 0.01 0.09
H 2.65 7.13 0.53 0.11
H 4.89 6.30 1.15 0.11
H 5.34 3.87 1.26 0.11
H 3.51 2.26 0.75 0.09
H -2.03 2.55 -3.47 0.11
H -1.67 3.83 -5.57 0.11
H -1.02 6.21 -5.47 0.11
H -0.72 7.32 -3.28 0.11
H -1.08 6.05 -1.19 0.11
H -4.22 4.50 -1.48 0.12
H -5.89 5.86 -0.25 0.11
H -5.50 6.45 2.11 0.11
H -3.44 5.69 3.26 0.11
H -1.75 4.36 2.02 0.11
H -4.40 1.46 -2.39 0.09
H -6.01 0.05 -3.64 0.10
H -6.25 -2.34 -3.09 0.11
H -4.87 -3.34 -1.28 0.12
H -3.27 -1.96 -0.04 0.08
H -1.80 0.86 2.51 0.08
H -2.94 1.67 4.54 0.11
H -5.26 2.54 4.40 0.11
H -6.43 2.59 2.22 0.11
H -5.29 1.77 0.19 0.11
O -0.94 -3.13 0.21 -0.46
S -1.31 -3.39 1.61 0.41
O -2.74 -3.44 1.83 -0.31
O -0.60 -2.48 2.52 -0.45
C -0.69 -5.02 1.96 -0.26
C -1.58 -5.94 2.49 -0.05
C -1.16 -7.23 2.78 -0.07
C 0.16 -7.59 2.54 -0.07
C 1.04 -6.66 2.01 -0.08
C 0.64 -5.37 1.71 -0.33
P 1.85 -4.15 1.06 1.07
C 3.25 -4.49 2.18 -0.38
C 3.20 -3.84 3.42 -0.12
C 4.21 -4.03 4.35 -0.08
C 5.29 -4.85 4.06 -0.09
C 5.35 -5.49 2.83 -0.09
C 4.33 -5.32 1.90 -0.10
C 2.36 -4.90 -0.52 -0.36
C 1.60 -5.85 -1.20 -0.08
C 1.98 -6.28 -2.46 -0.08
C 3.12 -5.77 -3.06 -0.09
C 3.88 -4.81 -2.40 -0.08
C 3.50 -4.37 -1.14 -0.12
H -2.60 -5.64 2.66 0.11
H -1.85 -7.95 3.19 0.10
H 0.50 -8.60 2.76 0.10
H 2.08 -6.95 1.84 0.11
H 2.37 -3.18 3.64 0.10
H 4.15 -3.52 5.31 0.10
H 6.08 -4.99 4.78 0.10
H 6.19 -6.13 2.59 0.10
H 4.39 -5.82 0.94 0.10
H 0.70 -6.24 -0.74 0.10
H 1.37 -7.01 -2.98 0.10
H 3.41 -6.11 -4.05 0.10
H 4.76 -4.39 -2.87 0.10
H 4.08 -3.61 -0.65 0.09
O -0.03 0.16 3.69 -0.08
H -0.17 -0.78 3.51 -0.01
H 0.82 0.40 3.29 0.00
O -0.08 -2.14 -2.43 -0.09
H -0.49 -2.49 -1.63 -0.01
H 0.87 -2.15 -2.25 -0.03
C 6.33 -1.17 0.49 -0.12
O 5.28 -1.02 -0.46 -0.25
C 4.02 -0.85 -0.03 -1.31
S 3.67 -0.77 1.61 0.57
S 2.90 -0.74 -1.30 0.58
H 7.22 -1.35 -0.11 0.09
H 6.13 -2.01 1.16 0.07
H 6.44 -0.27 1.09 0.07
```

=====

# C24H72CaN7O13P

A molecular structure, C24H72CaN7O13P (ωB97M-V/def2-TZVPD, OMol25).

Properties
E_LUMO, Ha: -0.29059
Charge: +4

XYZ file:
```
118
Properties=species:S:1:pos:R:3:lowdin_charge:R:1
Ca -1.87 0.93 5.98 1.03
P -0.11 0.52 1.70 -0.11
O 0.28 -0.20 3.00 -0.42
O -0.46 -0.37 0.46 -0.52
O 0.99 1.63 1.30 -0.55
O -1.42 1.20 2.25 -0.41
C -8.84 1.00 0.57 -0.02
C -8.10 -0.20 1.14 -0.25
C -8.98 -1.50 1.03 -0.20
O -9.32 -1.73 -0.32 -0.21
C -10.32 -2.72 -0.52 -0.06
N -6.76 -0.51 0.41 0.24
H -6.83 -0.18 -0.54 0.16
H -6.04 0.04 0.86 0.16
H -6.40 -1.45 0.34 0.17
H -9.55 1.35 1.32 0.11
H -9.38 0.73 -0.34 0.10
H -8.19 1.87 0.40 0.09
H -7.84 -0.19 2.20 0.15
H -9.89 -1.27 1.58 0.14
H -8.62 -2.36 1.59 0.14
H -9.86 -3.60 -0.08 0.09
H -10.51 -2.89 -1.58 0.10
H -11.28 -2.58 -0.01 0.10
C 0.20 -4.78 -4.84 -0.04
C -0.73 -4.06 -5.82 -0.25
C -1.33 -4.98 -7.01 -0.14
O -2.11 -4.24 -7.93 -0.19
C -2.70 -4.75 -9.09 -0.08
N -1.91 -3.50 -4.99 0.23
H -1.54 -3.00 -4.20 0.16
H -2.39 -2.78 -5.50 0.16
H -2.52 -4.20 -4.59 0.17
H 0.69 -4.12 -4.12 0.09
H 0.87 -5.33 -5.50 0.10
H -0.35 -5.56 -4.32 0.09
H -0.21 -3.18 -6.20 0.15
H -1.90 -5.77 -6.52 0.13
H -0.48 -5.44 -7.52 0.14
H -2.22 -5.68 -9.40 0.10
H -2.68 -4.07 -9.94 0.10
H -3.76 -4.94 -8.96 0.09
C 6.26 0.32 4.64 -0.04
C 5.79 1.23 5.72 -0.30
C 6.70 1.42 6.95 -0.14
O 6.11 2.40 7.80 -0.20
C 6.53 2.65 9.05 -0.12
N 5.56 2.61 5.14 0.24
H 4.87 2.47 4.41 0.17
H 5.18 3.24 5.83 0.16
H 6.39 3.08 4.83 0.17
H 5.59 0.31 3.78 0.10
H 6.31 -0.73 4.94 0.11
H 7.28 0.53 4.32 0.10
H 4.79 0.91 6.01 0.16
H 7.68 1.82 6.72 0.14
H 6.89 0.44 7.39 0.15
H 6.79 1.73 9.58 0.10
H 5.70 3.10 9.59 0.10
H 7.34 3.37 9.08 0.10
C -1.47 9.09 -0.50 -0.02
C -0.13 8.31 -0.64 -0.29
C 1.15 9.13 -0.18 -0.14
O 2.28 8.31 -0.57 -0.20
C 3.48 8.69 0.07 -0.09
N -0.23 7.00 0.08 0.23
H -0.97 6.40 -0.26 0.17
H 0.56 6.37 0.00 0.16
H -0.24 7.04 1.09 0.17
H -2.25 8.77 -1.19 0.09
H -1.32 10.08 -0.93 0.09
H -1.84 9.13 0.52 0.10
H 0.18 8.02 -1.64 0.15
H 0.98 9.21 0.90 0.13
H 1.07 10.09 -0.70 0.14
H 3.45 8.24 1.06 0.09
H 3.69 9.76 0.14 0.10
H 4.30 8.32 -0.56 0.09
C 1.80 -7.34 3.25 -0.05
C 0.98 -7.32 2.05 -0.30
C 0.21 -8.72 1.84 -0.14
O -0.53 -8.84 0.61 -0.21
C -1.32 -10.05 0.56 -0.07
N -0.04 -6.25 2.26 0.22
H -0.64 -6.04 1.47 0.17
H -0.59 -6.46 3.09 0.18
H 0.35 -5.32 2.32 0.17
H 1.14 -7.68 4.05 0.11
H 2.12 -6.35 3.58 0.10
H 2.72 -7.92 3.22 0.11
H 1.51 -6.83 1.22 0.16
H -0.46 -8.92 2.67 0.13
H 0.85 -9.60 1.94 0.14
H -2.07 -9.98 1.35 0.09
H -0.69 -10.93 0.76 0.10
H -2.02 -10.14 -0.26 0.09
C 5.51 2.62 -3.48 0.00
C 4.19 3.52 -3.71 -0.30
C 4.35 4.46 -4.86 -0.23
O 3.13 5.19 -5.00 -0.18
C 3.34 6.14 -6.05 -0.07
N 2.93 2.73 -4.00 0.25
H 2.66 2.46 -3.06 0.17
H 2.20 3.32 -4.37 0.16
H 3.10 1.82 -4.39 0.17
H 5.56 2.18 -2.49 0.09
H 6.34 3.29 -3.26 0.09
H 5.68 2.03 -4.38 0.09
H 4.13 4.18 -2.85 0.15
H 4.79 3.85 -5.65 0.15
H 5.08 5.17 -4.48 0.14
H 3.06 5.71 -7.01 0.10
H 4.33 6.60 -6.11 0.10
H 2.64 6.97 -5.91 0.10
N -4.11 -4.42 6.55 -0.77
O -5.15 -4.41 7.21 -0.06
O -3.70 -3.39 6.10 -0.12
O -3.47 -5.40 6.45 -0.04
```

=====

How do the records compare in strongest force on any atom? In the order shown, they have 0.58; 6.28 eV/Å.